# 1
Density functional theory data (ωB97M-V/def2-TZVPD) for C20H18ClNO2SW as an isolated structure at a distorted geometry.

Each line ends with the Mulliken charge.
CARTESIAN COORDINATES (ANGSTROEM)
Cl1 0.03 2.79 -3.19  -0.169
C1 -1.97 -0.59 -3.77  -0.376
C2 -1.12 -1.74 -3.50  -0.466
C3 0.14 -1.51 -4.14  -0.509
H1 -1.41 -2.63 -2.97  0.556
C4 0.10 -0.20 -4.80  0.624
C5 -1.22 0.33 -4.55  -0.399
H2 -1.55 1.30 -4.89  0.459
H3 -2.99 -0.48 -3.44  0.550
H4 0.98 -2.19 -4.18  0.482
C6 1.15 0.42 -5.61  -1.242
W1 -0.15 0.09 -2.58  0.647
C7 1.78 0.67 -1.98  0.531
O1 2.85 0.97 -1.67  -0.261
C8 -1.03 1.06 -0.93  0.698
O2 -1.53 1.72 -0.12  -0.329
H5 2.14 0.16 -5.20  0.346
H6 1.04 1.50 -5.58  0.326
H7 1.12 0.09 -6.65  0.352
N1 0.74 0.01 -0.03  -0.705
S1 1.27 0.00 1.57  0.093
C9 0.17 1.31 2.37  0.614
C10 0.96 2.30 2.96  -0.523
C11 0.35 3.33 3.67  -0.631
C12 -1.04 3.41 3.77  -0.483
C13 -1.80 2.44 3.14  -0.846
C14 -1.18 1.39 2.44  0.185
C15 0.65 -1.51 2.16  0.649
C16 -0.64 -1.81 2.53  0.188
C17 -0.84 -2.94 3.32  -0.774
C18 0.22 -3.73 3.69  -0.440
C19 1.51 -3.45 3.25  -0.628
C20 1.76 -2.35 2.47  -0.506
H8 0.94 1.06 -0.04  0.280
H9 2.05 2.28 2.88  0.372
H10 0.97 4.10 4.16  0.394
H11 -1.51 4.21 4.34  0.427
H12 -2.90 2.51 3.19  0.375
H13 -1.89 0.69 1.96  0.270
H14 -1.49 -1.17 2.27  0.230
H15 -1.87 -3.14 3.67  0.400
H16 0.07 -4.59 4.35  0.406
H17 2.38 -4.05 3.51  0.398
H18 2.75 -2.06 2.15  0.434

Values from the calculation:
⟨S²⟩: 2.029
Frontier orbital gap (alpha / beta) (eV): 5.879 / 5.393
ΔE to the lowest compared entry with this formula, charge and spin (kJ/mol): 79.1
Net charge: +2
Spin multiplicity: 3
Lowest unoccupied orbital energy (alpha / beta) (eV): -9.16 / -9.64



# 2
Density functional theory data (ωB97M-V/def2-TZVPD) for a 3-piece molecular cluster, C20H18F11N4 overall at a distorted geometry.

Each line ends with the Mulliken charge.
CARTESIAN COORDINATES (ANGSTROEM)
N1 7.29 -4.02 -1.01  -0.389
C1 6.65 -2.91 -1.45  0.227
N2 7.18 -1.77 -2.12  -0.433
C2 6.02 -0.95 -2.35  0.044
N3 4.88 -1.58 -1.79  0.301
C3 3.51 -0.96 -1.82  -0.413
C4 2.36 -2.07 -1.72  -0.865
C5 0.95 -1.51 -1.25  0.750
F1 1.03 -1.00 0.05  -0.294
F2 0.68 -0.38 -2.10  -0.338
C6 -0.25 -2.53 -1.49  0.504
F3 -0.44 -2.67 -2.87  -0.263
F4 -1.41 -1.89 -0.99  -0.351
C7 -0.12 -3.91 -0.70  0.548
F5 -1.40 -4.24 -0.19  -0.281
F6 0.73 -3.83 0.42  -0.261
C8 0.34 -5.16 -1.57  0.577
F7 0.33 -6.27 -0.69  -0.240
F8 1.68 -5.07 -2.02  -0.229
F9 -0.50 -5.49 -2.61  -0.206
N4 5.24 -2.76 -1.24  -0.121
H1 7.62 -4.69 -1.71  0.249
H2 7.47 -4.09 0.00  0.262
H3 6.10 0.04 -2.88  0.386
H4 3.43 -0.50 -2.86  0.291
H5 3.39 -0.12 -1.07  0.361
H6 2.63 -2.91 -0.99  0.373
H7 2.21 -2.54 -2.74  0.419
H8 4.68 -3.46 -0.75  0.303
F10 -4.03 1.97 3.41  -0.367
C9 -4.18 1.32 2.24  0.394
C10 -5.40 1.35 1.60  -0.427
C11 -5.56 0.68 0.39  -0.400
C12 -4.48 -0.02 -0.16  -0.769
C13 -3.26 -0.04 0.50  -0.068
C14 -3.10 0.63 1.70  -0.445
H9 -6.23 1.89 2.05  0.424
H10 -6.51 0.70 -0.12  0.375
H11 -4.61 -0.54 -1.10  0.388
H12 -2.42 -0.59 0.07  0.549
H13 -2.15 0.63 2.22  0.420
F11 -1.55 8.19 1.36  -0.314
C15 -2.04 7.07 1.92  0.206
C16 -3.37 7.02 2.29  -0.310
C17 -3.88 5.85 2.85  -0.528
C18 -3.04 4.76 3.05  -0.353
C19 -1.70 4.82 2.68  -0.444
C20 -1.20 5.98 2.10  -0.321
H14 -4.00 7.88 2.13  0.406
H15 -4.92 5.80 3.14  0.368
H16 -3.44 3.85 3.50  0.561
H17 -1.05 3.97 2.84  0.350
H18 -0.16 6.05 1.80  0.395

Values from the calculation:
Frontier orbital gap (eV): 6.001
ΔE to the lowest compared entry with this formula, charge and spin (kJ/mol): 273.7
Net charge: +1
Spin multiplicity: 1
Lowest unoccupied orbital energy (eV): -4.31



# 3
Density functional theory data (ωB97M-V/def2-TZVPD) for C20H18F24N10O16S8Zn as an isolated structure at a distorted geometry.

Each line ends with the Mulliken charge.
CARTESIAN COORDINATES (ANGSTROEM)
Zn1 -6.74 -14.44 18.27  0.838
C1 -2.31 -16.68 14.13  0.666
F1 -3.55 -16.93 13.65  -0.203
F2 -2.03 -17.68 15.08  -0.221
F3 -1.39 -16.64 13.15  -0.192
S1 -2.31 -14.95 15.09  0.932
O1 -0.98 -14.39 14.73  -0.533
O2 -3.44 -14.15 14.57  -0.636
N1 -2.75 -15.30 16.76  -0.329
S2 -1.20 -15.43 17.32  1.030
O3 -0.24 -16.21 16.53  -0.527
O4 -0.71 -14.11 17.74  -0.551
C2 -1.35 -16.64 18.87  0.593
F4 -2.09 -15.99 19.79  -0.197
F5 -1.83 -17.79 18.48  -0.176
F6 -0.03 -16.79 19.30  -0.207
C3 -12.47 -17.24 17.36  0.689
F7 -13.54 -18.00 16.99  -0.225
F8 -12.93 -16.00 17.75  -0.202
F9 -11.77 -17.89 18.28  -0.189
S3 -11.35 -17.00 15.77  0.883
O5 -10.39 -18.11 15.77  -0.623
O6 -12.13 -16.94 14.54  -0.554
N2 -10.45 -15.50 16.17  -0.401
S4 -11.21 -14.30 15.47  1.098
O7 -12.64 -14.12 15.70  -0.590
O8 -10.42 -13.07 15.78  -0.708
C4 -10.93 -14.52 13.53  0.666
F10 -10.12 -15.54 13.32  -0.217
F11 -12.14 -14.70 12.97  -0.209
F12 -10.39 -13.40 13.03  -0.221
C5 9.87 -16.99 17.75  0.649
F13 10.63 -16.76 16.67  -0.232
F14 8.82 -16.15 17.70  -0.210
F15 9.46 -18.24 17.70  -0.243
S5 10.83 -16.79 19.42  0.961
O9 10.35 -17.85 20.34  -0.528
O10 12.24 -17.02 19.09  -0.675
N3 10.65 -15.01 19.69  -0.439
S6 9.89 -14.91 21.05  1.024
O11 10.18 -15.88 22.09  -0.588
O12 9.94 -13.52 21.46  -0.680
C6 7.95 -15.27 20.55  0.634
F16 7.17 -15.12 21.63  -0.241
F17 7.65 -14.49 19.50  -0.220
F18 7.84 -16.57 20.29  -0.211
C7 -9.39 -11.69 22.95  0.703
F19 -10.05 -11.08 23.89  -0.208
F20 -9.38 -12.99 23.24  -0.222
F21 -9.89 -11.50 21.78  -0.203
S7 -7.59 -11.04 22.85  0.967
O13 -7.72 -9.72 23.38  -0.525
O14 -6.68 -11.86 23.64  -0.574
N4 -7.19 -11.18 21.13  -0.339
S8 -6.32 -9.82 20.83  0.980
O15 -5.33 -9.36 21.84  -0.543
O16 -5.80 -9.82 19.47  -0.627
C8 -7.77 -8.41 20.75  0.706
F22 -7.73 -7.97 19.55  -0.201
F23 -8.95 -8.95 20.94  -0.202
F24 -7.49 -7.46 21.60  -0.198
C9 -1.27 -7.51 12.74  -0.770
C10 -2.14 -6.33 12.72  0.336
N5 -2.84 -5.42 12.77  -0.342
H1 -1.58 -8.26 12.00  0.253
H2 -1.25 -8.00 13.71  0.264
H3 -0.22 -7.29 12.60  0.260
C11 -5.86 -24.60 12.82  -0.722
C12 -5.81 -26.03 12.37  0.296
N6 -5.86 -27.15 12.11  -0.345
H4 -5.09 -24.55 13.59  0.232
H5 -6.85 -24.29 13.16  0.264
H6 -5.69 -23.84 12.06  0.275
C13 3.65 -8.85 22.97  -0.698
C14 3.85 -8.91 24.40  0.334
N7 3.88 -9.09 25.58  -0.394
H7 4.54 -9.35 22.58  0.241
H8 3.55 -7.83 22.59  0.254
H9 2.77 -9.39 22.63  0.262
C15 0.92 -22.26 9.70  -0.764
C16 -0.16 -23.05 9.10  0.353
N8 -1.09 -23.63 8.63  -0.375
H10 1.91 -22.64 9.43  0.260
H11 0.83 -22.28 10.79  0.249
H12 1.06 -21.25 9.32  0.277
C17 -6.58 -14.52 6.43  -0.713
C18 -5.73 -14.69 5.26  0.313
N9 -4.98 -14.81 4.37  -0.365
H13 -7.02 -15.46 6.76  0.259
H14 -7.31 -13.77 6.12  0.239
H15 -6.06 -14.10 7.29  0.266
C19 2.77 -23.56 18.22  -0.716
C20 2.30 -24.60 17.29  0.265
N10 1.85 -25.37 16.61  -0.325
H16 3.49 -24.10 18.83  0.244
H17 1.96 -23.28 18.89  0.250
H18 3.30 -22.71 17.78  0.282

Values from the calculation:
Frontier orbital gap (eV): 0.672
ΔE to the lowest compared entry with this formula, charge and spin (kJ/mol): 1020.4
Net charge: -2
Spin multiplicity: 1
Lowest unoccupied orbital energy (eV): -5.24



# 4
Density functional theory data (ωB97M-V/def2-TZVPD) for one molecule with the formula C20H18FN3O5 at a distorted geometry.

Each line ends with the Mulliken charge.
CARTESIAN COORDINATES (ANGSTROEM)
O1 4.85 1.99 1.60  -0.687
O2 1.78 1.46 -2.69  -0.589
O3 -2.95 -0.10 -4.91  -0.517
F1 1.50 -2.05 2.08  -0.349
O4 -0.99 1.02 -5.40  -0.429
O5 -1.51 -0.88 0.20  -0.406
C1 3.81 1.50 1.11  0.674
C2 1.33 0.98 -1.71  0.226
C3 -1.81 0.19 -4.69  0.204
C4 3.32 1.81 -0.21  -1.122
C5 2.24 0.95 -0.56  0.409
C6 2.75 -1.73 5.42  -0.494
C7 -4.57 0.96 0.02  -0.517
C8 3.60 -0.63 5.16  -0.670
C9 -4.41 1.64 -1.24  -0.665
C10 2.13 -2.25 4.28  -0.478
C11 -3.52 0.23 0.47  -0.575
C12 3.62 0.07 3.95  0.081
C13 -3.27 1.66 -2.02  -0.921
C14 2.18 -1.53 3.08  0.632
C15 -2.41 0.05 -0.36  0.643
C16 2.92 -0.24 2.86  -0.119
C17 -2.27 0.81 -1.56  0.292
N1 1.97 0.18 0.61  -0.124
N2 3.09 0.42 1.60  -0.020
N3 0.07 0.41 -1.47  -0.041
C18 -1.71 -2.26 -0.22  -0.868
C19 -1.24 -0.41 -3.47  -0.563
C20 -1.05 0.69 -2.37  -0.090
H1 -1.57 1.34 -6.19  0.401
H2 3.80 2.56 -0.84  0.444
H3 2.71 -2.35 6.37  0.307
H4 -5.51 1.00 0.56  0.415
H5 4.24 -0.32 5.97  0.352
H6 -5.36 2.16 -1.50  0.305
H7 1.54 -3.20 4.31  0.338
H8 -3.60 -0.38 1.39  0.351
H9 4.36 0.85 3.95  0.403
H10 -3.08 2.10 -2.92  0.630
H11 1.35 -0.64 0.77  0.444
H12 -0.15 0.19 -0.47  0.381
H13 -1.74 -2.87 0.67  0.273
H14 -2.65 -2.40 -0.77  0.410
H15 -0.88 -2.51 -0.94  0.252
H16 -1.76 -1.25 -3.09  0.261
H17 -0.33 -0.87 -3.85  0.496
H18 -0.83 1.65 -2.93  0.621

Values from the calculation:
Structure (SMILES): COc1ccccc1[C@H](CC(=O)O)NC(=O)c1cc(=O)n(-c2ccccc2F)[nH]1
Frontier orbital gap (eV): 8.447
ΔE to the lowest compared entry with this formula, charge and spin (kJ/mol): 23.8
Spin multiplicity: 1
Lowest unoccupied orbital energy (eV): 0.11